Entry 1:
Below is 2 unconnected molecules or ions with the total composition C2H2FO3, with properties calculated with the ωB97M-V functional and the def2-TZVPD basis.

Energy ... -10965.6207 eV
Total charge ... -1
HOMO ... -0.077 hartree
2S+1 ... 1
Relative energy (zero: lowest compared OMol25 entry of this formula, charge and spin) ... 47.1 kcal per mole

Last column: Löwdin charge in e.
CARTESIAN COORDINATES (ANGSTROEM)
C: -2.273 -0.073 0.177  -0.5634
C: 0.892 0.073 -0.280  -0.2843
O: -2.835 0.951 0.361  0.0906
O: -2.253 -1.241 0.116  0.1236
O: -0.487 0.590 -0.253  -0.1904
F: 1.206 -0.237 1.121  -0.2535
H: 0.758 -0.952 -0.710  0.0053
H: -0.436 1.406 0.259  0.0720

Force components x, y, z for each atom (eV/Å):
-0.34 0.24 0.29
0.44 -0.21 -0.38
-0.05 0.59 0.04
0.41 -0.86 -0.25
0.19 -0.12 0.43
-0.36 -0.08 -0.04
-0.22 0.44 0.25
-0.06 -0.01 -0.34


Entry 2:
Below is a molecular structure, C2H2FO3S in a non-equilibrium geometry, with properties calculated with the ωB97M-V functional and the def2-TZVPD basis.

Energy ... -21802.1727 eV
Total charge ... -1
HOMO ... -0.150 hartree
2S+1 ... 1
Relative energy (zero: lowest compared OMol25 entry of this formula, charge and spin) ... 16.2 kcal per mole

Last column: Löwdin charge in e.
CARTESIAN COORDINATES (ANGSTROEM)
C: 0.784 0.251 -0.241  -0.5031
C: 2.091 -0.115 0.068  -0.0189
O: -2.791 0.575 1.025  -0.5051
O: -0.385 -0.336 -0.319  -0.2555
O: -2.824 -1.557 -0.292  -0.5006
F: 0.636 1.648 -0.544  -0.0791
S: -2.513 -0.104 -0.271  0.8383
H: 2.842 0.716 0.191  0.0464
H: 2.157 -1.078 0.383  -0.0224

Force components x, y, z for each atom (eV/Å):
-1.20 0.65 0.09
-2.36 3.81 -1.10
0.57 -1.23 -2.13
3.17 0.11 0.21
0.58 2.41 0.11
0.34 -0.86 0.16
-1.08 -0.94 1.98
-0.89 -1.37 -0.23
0.86 -2.57 0.92


Entry 3:
Below is 2 unconnected molecules or ions with the total composition C2H2FOP in a non-equilibrium geometry, with properties calculated with the ωB97M-V functional and the def2-TZVPD basis.

Energy ... -16157.5970 eV
Total charge ... 0
HOMO ... -0.393 hartree
2S+1 ... 1
Relative energy (zero: lowest compared OMol25 entry of this formula, charge and spin) ... 36.5 kcal per mole

Last column: Löwdin charge in e.
CARTESIAN COORDINATES (ANGSTROEM)
C: 1.914 0.927 0.273  -0.5486
C: -1.457 -0.664 -0.194  -0.3325
O: -1.510 -1.773 -0.576  0.1255
F: -2.581 -0.175 0.353  0.0446
P: 2.396 -0.392 -0.305  0.7270
H: -0.798 0.167 -0.111  0.0865
H: 2.036 1.909 0.559  -0.1026

Force components x, y, z for each atom (eV/Å):
0.82 -0.96 -0.58
-2.24 -0.85 0.41
1.49 0.00 -0.48
-0.88 0.72 0.55
-0.26 -0.86 -0.20
1.61 0.13 -0.48
-0.55 1.82 0.77


Entry 4:
Below is a molecular structure, C2H2FOTm in a non-equilibrium geometry, with properties calculated with the ωB97M-V functional and the def2-TZVPD basis.

Energy ... -36377.6998 eV
Total charge ... +2
HOMO (alpha / beta) ... -0.769 / -0.769 hartree
2S+1 ... 3
Relative energy (zero: lowest compared OMol25 entry of this formula, charge and spin) ... 4.1 kcal per mole

Last column: Löwdin charge in e.
CARTESIAN COORDINATES (ANGSTROEM)
F: 1.362 -0.240 0.427  -0.4379
O: -1.294 1.116 0.235  0.0025
Tm: 0.067 -1.728 -0.096  2.1438
C: -1.913 -0.093 -0.223  -0.1181
C: -2.876 0.932 -0.290  0.0895
H: -3.644 1.085 0.467  0.1567
H: -2.902 1.005 -1.409  0.1634

Force components x, y, z for each atom (eV/Å):
-2.52 -3.12 -1.02
-4.35 -4.30 -2.62
1.88 3.65 0.98
4.04 2.67 3.10
1.73 -0.83 -1.03
0.06 0.36 -0.28
-0.85 1.58 0.87


Entry 5:
Below is a single C2H2FP molecule in a non-equilibrium geometry, with properties calculated with the ωB97M-V functional and the def2-TZVPD basis.

Energy ... -14111.0168 eV
Total charge ... 0
HOMO ... -0.365 hartree
2S+1 ... 1
Relative energy (zero: lowest compared OMol25 entry of this formula, charge and spin) ... 11.4 kcal per mole

Last column: Löwdin charge in e.
CARTESIAN COORDINATES (ANGSTROEM)
C: 0.687 -0.466 0.191  -0.2960
C: -0.409 0.068 0.785  -0.2167
F: -0.613 0.743 -1.778  -0.3715
P: 0.318 1.145 -0.541  0.8313
H: 1.137 -1.453 -0.086  0.0728
H: -1.121 -0.036 1.430  -0.0199

Force components x, y, z for each atom (eV/Å):
-2.21 -0.03 -0.08
7.07 0.68 -5.45
-0.40 0.01 -0.74
-0.09 -0.96 1.72
-0.24 1.13 0.84
-4.14 -0.84 3.70


Entry 6:
Below is a single C2H2FP molecule in a non-equilibrium geometry, with properties calculated with the ωB97M-V functional and the def2-TZVPD basis.

Energy ... -14105.9435 eV
Total charge ... 0
HOMO (alpha / beta) ... -0.342 / -0.342 hartree
2S+1 ... 1
Relative energy (zero: lowest compared OMol25 entry of this formula, charge and spin) ... 128.4 kcal per mole

Last column: Löwdin charge in e.
CARTESIAN COORDINATES (ANGSTROEM)
C: 0.453 0.542 -0.995  -0.0823
C: -0.927 -0.483 0.303  -0.1662
F: -0.018 -1.708 -2.285  -0.3584
P: -0.794 -0.486 -1.490  0.6748
H: 0.577 1.383 -0.490  -0.0628
H: -0.050 -0.941 0.918  -0.0051

Force components x, y, z for each atom (eV/Å):
-2.90 -4.50 -1.82
2.27 0.21 -0.42
-0.58 0.74 0.51
1.37 -0.66 -0.11
1.06 3.51 2.63
-1.22 0.71 -0.80


Entry 7:
Below is 2 unconnected molecules or ions with the total composition C2H2FP in a non-equilibrium geometry, with properties calculated with the ωB97M-V functional and the def2-TZVPD basis.

Energy ... -14106.4485 eV
Total charge ... 0
HOMO (alpha / beta) ... -0.325 / -0.327 hartree
2S+1 ... 1
Relative energy (zero: lowest compared OMol25 entry of this formula, charge and spin) ... 116.8 kcal per mole

Last column: Löwdin charge in e.
CARTESIAN COORDINATES (ANGSTROEM)
C: -1.270 1.762 0.072  -0.2259
C: -0.801 0.707 -0.119  0.0236
F: -1.682 2.994 0.188  0.1010
P: 2.514 0.925 0.048  0.4713
H: -0.176 -0.097 -0.383  -0.0145
H: 3.056 0.205 -1.009  -0.3555

Force components x, y, z for each atom (eV/Å):
-1.16 3.69 0.25
1.02 -1.76 -0.45
0.10 -1.32 0.11
-0.10 0.41 0.58
-0.13 -0.65 0.07
0.27 -0.37 -0.56


Entry 8:
Below is a molecular structure, C2H2HgLiNaO2 in a non-equilibrium geometry, with properties calculated with the ωB97M-V functional and the def2-TZVPD basis.

Energy ... -14992.4152 eV
Total charge ... 0
HOMO (alpha / beta) ... -0.193 / -0.282 hartree
2S+1 ... 3
Relative energy (zero: lowest compared OMol25 entry of this formula, charge and spin) ... 33.4 kcal per mole

Last column: Löwdin charge in e.
CARTESIAN COORDINATES (ANGSTROEM)
O: -0.407 0.935 -0.243  -0.5285
C: -1.578 0.560 -0.788  -0.6082
C: -2.245 -0.526 -0.321  -0.2668
Na: 1.740 1.013 -0.212  0.5336
Li: -1.274 0.274 1.592  0.6700
H: -3.019 -0.868 -1.026  -0.0102
H: -1.825 1.219 -1.644  0.1008
Hg: -0.075 -1.372 -0.272  0.8312
O: 1.116 -0.752 1.041  -0.7219

Force components x, y, z for each atom (eV/Å):
-0.37 1.96 0.48
-0.06 1.10 -0.25
0.18 0.37 -0.51
-0.12 -0.14 0.11
0.17 -0.14 -1.06
0.03 -0.02 0.67
-0.45 -0.39 0.33
-2.52 -4.75 -3.80
3.13 2.02 4.02


Entry 9:
Below is a molecular structure, C2H2HgLiO2 in a non-equilibrium geometry, with properties calculated with the ωB97M-V functional and the def2-TZVPD basis.

Energy ... -10578.3692 eV
Total charge ... 0
HOMO (alpha / beta) ... -0.260 / -0.245 hartree
2S+1 ... 2
Relative energy (zero: lowest compared OMol25 entry of this formula, charge and spin) ... 22.9 kcal per mole

Last column: Löwdin charge in e.
CARTESIAN COORDINATES (ANGSTROEM)
C: 0.884 0.791 0.205  -0.3753
C: -0.354 0.450 -0.238  -0.3524
O: -0.764 -0.859 -0.165  -0.7306
O: 1.778 -0.100 0.599  -0.2927
H: 1.233 1.742 -0.266  0.1114
Hg: -2.428 -1.591 -0.292  0.8726
Li: 0.750 -1.642 0.657  0.6856
H: -1.098 1.210 -0.500  0.0815

Force components x, y, z for each atom (eV/Å):
1.25 -1.02 -1.74
-0.75 1.43 0.53
6.72 1.92 0.43
-1.06 0.37 0.31
-0.12 -0.11 1.12
-6.84 -2.79 -0.33
0.46 0.61 -0.10
0.34 -0.41 -0.24


Entry 10:
Below is 2 unconnected molecules or ions with the total composition C2H2I2NO in a non-equilibrium geometry, with properties calculated with the ωB97M-V functional and the def2-TZVPD basis.

Energy ... -21841.3748 eV
Total charge ... -1
HOMO ... -0.129 hartree
2S+1 ... 1
Relative energy (zero: lowest compared OMol25 entry of this formula, charge and spin) ... 65.9 kcal per mole

Last column: Löwdin charge in e.
CARTESIAN COORDINATES (ANGSTROEM)
C: 0.805 -0.870 1.344  -0.1098
C: -0.035 0.170 0.737  -0.3687
N: 1.239 -0.189 0.270  -0.3799
O: 2.194 0.077 -0.450  -0.0380
I: -1.625 2.602 -1.959  0.1914
I: -1.644 -1.108 -0.702  0.1074
H: 0.695 -1.888 1.815  0.1101
H: -1.629 1.207 -1.055  -0.5124

Force components x, y, z for each atom (eV/Å):
-0.52 0.12 -2.46
-0.09 0.81 1.30
0.98 -1.56 3.08
-0.17 -0.20 -0.58
-0.01 0.16 0.09
-0.93 -0.85 -0.73
0.76 1.48 -0.45
-0.02 0.05 -0.24


Entry 11:
Below is 2 unconnected molecules or ions with the total composition C2H2I2NO in a non-equilibrium geometry, with properties calculated with the ωB97M-V functional and the def2-TZVPD basis.

Energy ... -21843.6292 eV
Total charge ... -1
HOMO ... -0.121 hartree
2S+1 ... 1
Relative energy (zero: lowest compared OMol25 entry of this formula, charge and spin) ... 13.9 kcal per mole

Last column: Löwdin charge in e.
CARTESIAN COORDINATES (ANGSTROEM)
C: 0.072 0.792 -0.814  -0.2775
C: -0.898 -0.056 -0.455  -0.5991
N: 0.829 1.842 -0.195  -0.0253
O: 0.630 2.056 1.031  -0.0317
I: 1.339 -3.602 3.339  -0.9856
I: -1.465 -1.560 -1.737  0.8574
H: 0.411 0.759 -1.755  0.0234
H: -0.917 -0.231 0.585  0.0383

Force components x, y, z for each atom (eV/Å):
-1.09 0.34 1.36
2.23 0.18 0.36
-0.73 0.41 4.27
0.24 -0.81 -3.57
-0.04 0.03 -0.06
-0.28 0.09 0.08
0.95 -0.03 -3.69
-1.27 -0.22 1.26


Entry 12:
Below is a molecular structure, C2H2I2S2 in a non-equilibrium geometry, with properties calculated with the ωB97M-V functional and the def2-TZVPD basis.

Energy ... -39973.9370 eV
Total charge ... 0
HOMO (alpha / beta) ... -0.202 / -0.345 hartree
2S+1 ... 3
Relative energy (zero: lowest compared OMol25 entry of this formula, charge and spin) ... 33.8 kcal per mole

Last column: Löwdin charge in e.
CARTESIAN COORDINATES (ANGSTROEM)
C: 0.580 -0.724 0.110  -1.2607
C: -0.457 0.098 0.020  -1.2322
S: 1.815 -0.988 -1.094  0.7453
S: -1.358 0.535 1.462  0.7153
I: 0.883 -2.102 1.750  0.6947
I: -0.817 1.380 -1.663  0.6875
H: 1.346 0.130 -1.677  -0.2214
H: -1.992 1.672 1.092  -0.1283

Force components x, y, z for each atom (eV/Å):
1.56 -1.65 -0.73
-0.99 1.26 3.16
-1.19 0.61 1.15
0.79 -0.89 -0.64
0.11 -0.87 0.88
-0.75 1.60 -2.45
0.27 0.19 -0.84
0.19 -0.25 -0.54


Repeat the eleventh record exactly.
Below is 2 unconnected molecules or ions with the total composition C2H2I2NO in a non-equilibrium geometry, with properties calculated with the ωB97M-V functional and the def2-TZVPD basis.

Energy ... -21843.6292 eV
Total charge ... -1
HOMO ... -0.121 hartree
2S+1 ... 1
Relative energy (zero: lowest compared OMol25 entry of this formula, charge and spin) ... 13.9 kcal per mole

Last column: Löwdin charge in e.
CARTESIAN COORDINATES (ANGSTROEM)
C: 0.072 0.792 -0.814  -0.2775
C: -0.898 -0.056 -0.455  -0.5991
N: 0.829 1.842 -0.195  -0.0253
O: 0.630 2.056 1.031  -0.0317
I: 1.339 -3.602 3.339  -0.9856
I: -1.465 -1.560 -1.737  0.8574
H: 0.411 0.759 -1.755  0.0234
H: -0.917 -0.231 0.585  0.0383

Force components x, y, z for each atom (eV/Å):
-1.09 0.34 1.36
2.23 0.18 0.36
-0.73 0.41 4.27
0.24 -0.81 -3.57
-0.04 0.03 -0.06
-0.28 0.09 0.08
0.95 -0.03 -3.69
-1.27 -0.22 1.26